Record 1
Below is C53H48AlBrF4GeN3PS2 as an isolated structure, with properties calculated with wB97M-V/def2-TZVPD.

XYZ file:
```
114
Properties=species:S:1:pos:R:3:mulliken_charge:R:1
C -3.334 2.503 -1.698 -0.02
C 5.779 2.321 -4.104 -0.43
C -0.068 2.743 -2.717 0.27
Ge -0.247 1.593 2.401 1.67
C 2.474 -2.044 4.347 -0.05
Al 0.384 -0.044 -0.725 -0.81
H 4.291 3.924 -3.909 0.28
C 3.654 -4.059 4.960 -0.55
H 2.118 -1.070 4.693 0.34
H 4.364 -1.142 0.022 0.27
F -2.025 -0.463 -8.317 -0.29
S -3.522 -0.469 0.989 0.03
H 5.345 -0.896 -3.088 0.34
S -0.618 -2.047 -0.389 -0.66
H -6.522 1.253 -1.368 0.32
H 1.221 5.042 -0.496 0.42
H 4.770 -5.129 -1.368 0.33
Br 0.345 -1.596 -3.935 0.13
H -5.241 -0.823 -2.047 0.50
C 1.402 5.143 -2.695 -0.77
H -1.331 -2.539 4.329 0.14
C -1.693 -0.017 -7.113 0.52
C -1.584 -3.037 3.365 -0.80
C -3.966 -2.376 3.159 -1.72
C -4.307 0.205 5.968 -0.52
C -3.448 0.165 -2.329 -0.46
C -2.744 1.365 -2.162 0.50
C 4.540 2.838 -3.780 -0.56
N 0.043 -1.743 2.321 1.00
H -2.943 -1.357 5.552 0.31
C 4.123 -1.891 -0.791 0.79
C -4.754 0.109 -1.958 -0.69
H 0.204 2.732 -4.846 0.48
C -1.351 1.121 3.981 -1.29
C 3.713 2.056 -3.027 0.40
H 1.819 -1.790 1.104 0.17
C 4.010 0.714 -2.801 0.39
C -6.160 0.430 4.478 -0.61
C 0.414 3.254 -3.939 -0.97
H -5.786 1.766 6.096 0.50
C -0.547 0.284 0.945 -0.81
C -2.324 -1.376 1.715 -0.26
H 2.724 2.328 -2.667 -0.09
H -3.974 -3.277 3.786 0.51
H -0.482 -3.651 1.536 0.16
H -4.646 -2.507 2.302 0.51
H 2.816 -3.980 1.628 0.46
C -4.693 2.465 -1.438 -0.88
H -1.508 0.583 0.532 -0.24
C 2.374 -2.429 3.040 -0.89
C -1.224 0.722 -4.454 -0.58
H 6.531 2.938 -4.571 0.38
C 1.140 4.454 -3.898 -0.84
C 2.972 -0.099 -2.061 -0.19
H 2.999 -2.569 6.406 0.39
C -2.268 1.129 -6.591 0.36
H 4.096 -5.258 3.185 0.40
H -1.084 3.822 2.844 0.61
C 0.284 3.418 -1.511 0.72
H -2.426 1.159 3.626 0.26
C -5.463 0.927 5.556 -0.67
C 4.715 -3.132 -0.645 -1.00
C 5.230 0.176 -3.267 -0.26
C 1.007 4.605 -1.483 -0.18
P -0.977 1.185 -2.613 1.40
N 1.963 0.434 -1.543 0.09
C 1.505 -1.599 2.108 0.24
H 3.496 -4.580 -3.409 0.52
H -3.694 0.544 6.785 0.40
H 1.646 3.189 3.007 0.44
F -0.255 -1.842 -6.853 -0.32
H -0.451 3.973 1.176 0.37
C 3.063 -2.867 5.352 -0.82
C 3.405 -1.527 -1.912 0.50
C 2.902 -3.695 2.690 0.07
N -2.611 -2.236 2.660 0.31
H -2.055 -3.975 3.529 0.62
H 7.070 0.595 -4.172 0.40
H -6.314 -0.847 2.847 0.33
H -2.056 3.322 1.566 0.25
H -1.037 0.147 4.345 0.14
C -5.703 -0.622 3.719 -0.36
C 1.630 2.168 2.629 -1.45
H 2.249 1.534 3.314 0.30
H 1.499 4.888 -4.819 0.42
H -7.032 0.962 4.190 0.38
C 4.425 -4.105 -1.541 -0.30
H 2.870 -2.246 -3.818 1.00
C -0.343 -3.140 2.509 -0.53
C -4.510 -1.302 4.056 0.97
C -5.406 1.262 -1.530 -0.42
C -0.970 3.352 1.894 -1.59
C -0.823 -1.151 1.326 0.40
C 3.232 -2.534 -2.861 -0.31
H -2.972 -0.722 -2.720 0.13
F -2.700 2.608 -4.826 -0.32
C 3.670 -3.855 -2.660 -1.41
H -2.703 3.372 -1.549 0.51
H -1.281 1.856 4.804 0.56
C 3.582 -4.412 3.599 -0.65
C -2.105 1.481 -5.253 0.37
C 6.127 1.023 -3.843 -0.95
F -3.116 1.879 -7.325 -0.31
C -0.847 -0.781 -6.337 0.27
C -0.683 -0.435 -4.998 0.11
H 2.008 6.045 -2.647 0.39
H -5.224 3.277 -0.987 0.43
H -0.050 2.958 -0.588 -0.71
H 5.339 -3.370 0.202 0.47
H 4.155 -4.788 5.605 0.37
H 0.478 -3.653 3.032 0.56
H 1.774 -0.542 2.225 -0.14
C -3.881 -0.909 5.272 -0.26
H 2.091 2.202 1.684 0.38
```

For the molar mass, the calculation gives 1077.58 g mol⁻¹. Its HOMO-LUMO gap is 7.65 eV. Its total energy is -235194.9033 eV. The value obtained for the relative energy (zero: lowest compared OMol25 entry of this formula, charge and spin) is 0.890 eV. For the maximum force, the calculation gives 3.1 eV Å⁻¹.

***

Record 2
Below is C53H48N3O5SiTi as an isolated structure, with properties calculated with wB97M-V/def2-TZVPD.

XYZ file:
```
111
Properties=species:S:1:pos:R:3:mulliken_charge:R:1
H -2.322 3.986 1.471 0.36
O -1.478 1.459 1.055 -0.27
H 4.495 -5.549 -2.438 0.40
H -3.302 5.937 0.317 0.42
C -2.228 1.864 3.632 0.27
C 3.008 -1.530 1.406 -0.07
H 4.584 -1.302 -2.796 0.01
H 4.187 0.617 -3.110 0.37
C -2.861 1.407 1.221 2.04
C 0.545 -0.503 4.060 0.32
C 0.601 0.910 -4.568 -0.56
C 2.451 1.033 -1.909 1.34
H -0.379 0.095 5.896 0.39
C -3.508 2.549 0.423 -0.10
C 1.521 -1.281 3.444 -0.02
H -5.342 1.387 2.402 0.35
C 2.625 -4.545 -2.104 -0.80
C -5.041 3.470 -1.203 -0.76
C 1.973 -3.321 -2.064 -0.03
C -0.770 -2.321 1.808 -0.05
H 0.857 1.921 -0.715 0.48
H -0.973 0.107 -7.456 0.39
H 1.035 -3.424 1.886 0.95
N -1.444 -1.332 1.192 1.26
H -4.118 2.090 6.439 0.40
H 2.868 -2.673 6.229 0.41
H -2.345 4.192 -3.542 0.28
Si 1.567 -0.581 -2.323 -0.51
O 1.107 -0.108 1.390 -0.71
C 5.653 -1.787 0.516 -0.81
C 1.224 -1.296 6.227 -0.72
H -0.256 2.082 -6.150 0.41
H -1.440 -1.169 -2.046 -0.43
C 0.867 -0.365 -4.061 0.99
C 2.644 -2.120 -2.329 1.11
C 3.717 1.317 -2.431 -0.81
C 3.979 -4.598 -2.408 -0.66
O -1.387 1.191 -1.676 0.78
C -3.222 1.605 2.698 0.18
C -0.198 -1.301 -6.032 -0.62
C 3.785 -0.405 1.145 -0.54
C -2.549 2.040 4.974 -0.70
H 3.135 -2.656 3.786 0.42
C 1.871 2.009 -1.092 0.43
C 4.885 -2.914 0.766 -0.89
H 2.059 3.909 -0.122 0.45
C 3.574 -2.786 1.205 0.47
H -4.435 -1.660 2.663 0.55
C -1.896 3.423 -2.920 -0.34
H -5.903 1.665 4.776 0.43
C 2.537 3.182 -0.767 -0.89
C -3.867 1.957 5.394 -0.70
O 0.347 -0.869 -1.301 1.49
H -0.835 -3.909 3.236 0.55
C 0.461 -1.466 -4.821 -0.68
H -1.947 -1.906 -3.372 0.49
C -4.547 1.546 3.124 -0.43
H 6.672 -1.889 0.167 0.42
C -3.395 0.025 0.754 -1.56
C 4.007 -2.200 -2.619 -0.63
H 5.300 -3.902 0.607 0.43
C -3.637 4.938 0.070 -0.67
H -2.181 3.559 -1.879 -0.01
C 5.095 -0.530 0.705 -0.60
C -4.869 1.714 4.461 -0.86
C -2.737 -1.107 1.486 -0.56
H 0.674 -2.469 -4.464 0.38
C 3.807 3.419 -1.268 -0.58
O -2.401 2.179 -3.427 -0.63
H -1.205 1.935 3.292 0.43
H -1.764 2.248 5.690 0.50
H 0.907 1.782 -3.999 0.35
H -5.804 3.312 -1.955 0.45
H -3.187 -0.084 -0.314 0.08
H 1.112 -1.302 7.304 0.42
C -0.056 1.084 -5.780 -0.45
N -2.450 -0.028 -3.278 0.16
H 0.919 -3.292 -1.809 0.19
H 5.728 -3.450 -2.882 0.44
H 2.998 -3.687 1.379 0.27
C -1.397 -3.125 2.746 -0.75
C 2.207 -2.067 5.622 -0.96
H -0.500 -2.167 -6.609 0.43
N -2.275 -1.285 -2.635 -0.49
H -5.061 5.606 -1.399 0.38
H 2.079 -5.457 -1.893 0.44
H -4.836 1.383 -0.806 0.34
C -3.086 3.846 0.716 -0.56
C -2.721 -2.893 3.068 -1.19
H 5.374 2.674 -2.531 0.41
H -3.217 -3.500 3.814 0.43
C 2.354 -2.060 4.241 -0.58
C -4.624 4.754 -0.894 -0.63
H 3.344 0.573 1.281 0.45
H 4.333 4.330 -1.013 0.41
H 5.677 0.361 0.503 0.43
C 0.394 -0.511 5.439 -0.39
H 0.770 -2.573 0.355 -0.95
H -4.474 -0.031 0.893 1.27
H -0.809 3.449 -3.008 0.19
C 0.675 -2.499 1.440 -0.50
C 4.667 -3.421 -2.662 -0.77
H -3.120 0.013 -4.024 0.28
C 1.574 -1.313 1.908 2.50
C -4.485 2.374 -0.546 0.04
H -0.092 0.116 3.443 -0.79
Ti -0.345 0.195 0.197 -0.94
C -2.035 1.106 -2.716 -0.21
C -0.461 -0.024 -6.511 -0.69
C -3.401 -1.872 2.429 -0.80
C 4.391 2.488 -2.116 -0.91
```

For the molar mass, the calculation gives 882.94 g mol⁻¹. Its HOMO-LUMO gap (spin up / spin down) is 7.66 / 8.90 eV. As for the expectation value of S²: 0.752. Its total energy is -101447.9964 eV. The spin multiplicity is 2. The value obtained for the relative energy (zero: lowest compared OMol25 entry of this formula, charge and spin) is 0.000 eV. For the maximum force, the calculation gives 0.5 eV Å⁻¹.

***

Record 3
Below is C53H49BN4O5RuS2Sb2 as an isolated structure, with properties calculated with wB97M-V/def2-TZVPD.

XYZ file:
```
117
Properties=species:S:1:pos:R:3:mulliken_charge:R:1
H -1.697 -4.961 4.777 0.36
Sb 4.461 -0.563 2.535 0.84
C 3.747 -1.589 0.768 0.14
H -0.464 -6.913 1.813 0.38
C 1.398 -5.505 3.351 -1.83
C -6.443 -0.038 -2.282 -0.89
C -1.938 -1.369 -3.403 1.48
C 5.520 3.550 0.134 -0.91
C 1.696 2.042 4.348 0.54
Ru 1.967 0.804 0.815 1.79
O -1.708 -1.132 -0.083 0.21
Sb -2.237 0.551 -2.587 1.39
C -1.587 -3.941 -4.399 -0.62
H -2.652 -4.764 2.577 0.48
H -7.218 -0.212 -3.015 0.46
H -4.111 2.672 -3.817 0.48
C -0.613 -5.066 4.745 -1.59
C 3.073 -1.372 -1.444 0.81
H 2.566 0.551 -2.257 -0.05
C -2.661 -2.433 -2.868 -0.86
C -0.580 -4.244 2.399 -0.01
C -4.139 0.366 -1.747 1.32
C -0.172 -2.343 1.049 -0.50
H 1.809 -5.696 2.357 0.37
C -0.868 -2.883 -4.939 -0.77
H 1.879 -4.616 3.764 0.32
C -3.155 3.617 -5.481 -0.78
C -0.327 3.984 0.957 0.13
H 2.210 3.137 -0.620 -0.09
N -1.734 2.079 0.841 -0.14
H -2.347 6.318 -0.479 0.58
C -2.115 1.920 -4.142 1.42
H -0.141 1.723 5.421 0.45
O 0.533 -1.351 0.370 0.18
H -6.001 0.285 1.059 0.51
C -5.754 0.237 0.007 -1.21
C -4.438 0.412 -0.393 -0.25
C 0.334 -3.355 1.831 0.03
H 1.678 -6.343 3.988 0.48
C 0.532 -0.060 4.440 -0.60
H -4.898 0.076 -3.756 0.54
C 3.651 -3.541 -0.605 -0.52
H -0.172 -4.141 5.123 0.29
H -0.335 -5.874 5.421 0.44
C -0.716 -6.707 2.854 -1.74
H -3.053 -4.537 -2.951 0.46
H 4.373 -3.529 1.428 0.53
C -0.894 2.933 -5.943 -0.83
H -0.292 -0.676 4.773 0.49
H 5.709 4.466 -0.408 0.54
H 1.602 4.329 1.843 0.75
C 4.936 1.240 1.464 -0.35
C 6.203 1.770 1.568 -0.87
C -0.400 6.675 0.392 -0.72
H 6.954 1.278 2.171 0.52
H -0.323 -7.519 3.465 0.47
H 1.519 6.765 1.328 0.49
H -1.955 4.417 -7.064 0.41
H 3.776 -4.607 -0.742 0.49
B -0.450 -0.654 -0.326 0.06
C -1.518 -2.205 0.782 0.66
C -1.946 -4.076 2.134 -0.01
H 7.485 3.400 0.972 0.45
O 0.378 1.770 1.612 -0.32
C 0.616 1.269 4.795 -0.66
H -3.503 -2.966 1.118 0.66
C -3.215 2.724 -4.422 -0.54
C -1.487 5.890 0.015 -0.88
H 0.872 4.013 4.524 0.36
C -2.447 -3.068 1.318 -2.03
H 1.918 -0.826 -3.173 0.15
H 1.399 -3.457 1.974 0.50
C -0.557 2.525 1.167 -0.63
O -3.843 3.507 0.624 -0.67
C -1.041 -1.601 -4.442 -0.51
C 0.700 6.121 1.038 -1.12
C 4.258 2.956 0.053 0.63
C 6.501 2.957 0.896 -0.47
C -2.483 -3.717 -3.366 -0.80
H -7.776 -0.114 -0.609 0.43
S -0.097 0.720 -1.469 -0.28
H -0.072 1.436 -4.660 0.24
N 3.982 1.837 0.720 0.96
C 1.806 3.488 4.724 -1.46
S -2.570 3.241 0.044 0.84
H -3.370 -2.267 -2.065 0.36
C -5.129 0.133 -2.697 -0.59
C 2.578 0.233 3.240 -0.85
H 3.441 3.335 -1.879 0.37
H -1.457 -4.939 -4.794 0.43
C -0.948 2.032 -4.891 -0.55
H 3.637 -0.436 -3.251 0.56
H 3.044 -3.160 -2.627 0.56
C 3.959 -2.944 0.616 -1.04
C 3.202 3.542 -0.834 -1.40
C -1.414 4.549 0.315 -0.06
H -0.415 7.737 0.187 0.44
C -1.998 3.718 -6.241 -0.60
H -0.483 -0.787 -4.890 0.29
H -4.009 4.238 -5.707 0.46
C 0.753 4.762 1.329 0.28
C -6.752 0.015 -0.932 -0.67
O -2.540 2.869 -1.364 -0.51
N 3.258 -0.831 -0.238 0.24
H -0.184 -3.056 -5.758 0.48
C 3.234 -2.743 -1.648 -0.89
H -3.667 0.586 0.345 0.50
C -0.123 -5.372 3.322 1.59
H 2.617 3.958 4.173 0.30
H -1.801 -6.728 2.949 0.33
C 1.545 -0.597 3.650 0.25
C 2.766 -0.465 -2.593 -1.19
N 2.656 1.527 3.590 -0.08
H 2.015 3.592 5.790 0.41
H 0.011 3.024 -6.529 0.46
H 1.523 -1.641 3.362 0.66
H 3.153 4.625 -0.721 0.50
```

For the molar mass, the calculation gives 1241.53 g mol⁻¹. Its HOMO-LUMO gap (spin up / spin down) is 8.04 / 7.12 eV. As for the expectation value of S²: 6.011. Its total energy is -109946.5750 eV. As for the total charge: +2. The spin multiplicity is 5. The value obtained for the relative energy (zero: lowest compared OMol25 entry of this formula, charge and spin) is 0.000 eV. For the maximum force, the calculation gives 0.8 eV Å⁻¹.